The following is a quantum chemistry calculation of 5 unconnected molecules or ions with the total composition C24H39F12N2O9 in a non-equilibrium geometry, from OMol25.

Geometry as XYZ:
```
86
Properties=species:S:1:pos:R:3:forces:R:3:mulliken_charge:R:1
C 6.8967 -1.7829 -4.3930 -0.10 -0.13 0.04 -1.07
C 6.0406 -1.1596 -5.5143 0.13 0.13 -0.14 -0.58
N 4.6547 -1.6479 -5.5489 -0.17 -0.09 -0.01 -0.41
N 3.6596 -0.5961 -5.3625 0.32 0.26 0.25 -0.70
C 3.5170 -0.3650 -3.9456 -0.21 -0.17 -0.12 -0.67
C 2.2011 -0.9602 -3.3833 0.03 0.05 0.18 -0.34
C 0.9795 -0.3572 -4.1041 -0.10 -0.01 0.14 0.68
C -0.0450 -1.3618 -4.6434 -0.05 0.01 -0.18 -0.21
C 0.5416 -2.3645 -5.6321 0.06 -0.09 0.00 -0.58
O -0.4482 -3.3225 -6.0425 -0.06 0.03 0.03 -0.44
C -0.5512 -4.4260 -5.1787 -0.06 -0.03 0.13 -0.58
H 7.5901 -1.0572 -3.9488 -0.06 -0.07 -0.07 0.27
H 7.4910 -2.6329 -4.7530 -0.11 0.09 0.05 0.34
H 6.2313 -2.1647 -3.6100 0.13 0.14 -0.09 0.32
H 6.5229 -1.3699 -6.4852 0.03 0.11 0.13 0.44
H 5.9985 -0.0653 -5.3987 -0.01 -0.19 -0.04 0.31
H 4.4791 -1.9621 -6.4943 -0.04 -0.07 0.09 0.27
H 4.3477 -0.7798 -3.3458 -0.04 0.09 -0.07 0.27
H 3.4946 0.7243 -3.7132 -0.03 -0.15 -0.05 0.12
H 2.1262 -0.7700 -2.2940 -0.02 -0.04 -0.12 0.32
H 2.2474 -2.0504 -3.5054 -0.02 0.15 -0.03 0.21
H 0.4558 0.3047 -3.3961 0.06 -0.04 -0.26 -1.02
H 1.3312 0.2614 -4.9385 0.04 -0.16 0.11 0.59
H -0.5305 -1.9025 -3.8184 0.14 0.00 -0.11 -0.10
H -0.8445 -0.8272 -5.1787 0.06 -0.05 0.16 0.30
H 0.8773 -1.8577 -6.5398 0.04 -0.02 0.17 0.36
H 1.4047 -2.8937 -5.2098 -0.05 0.17 -0.13 0.34
H -1.6072 -4.7116 -5.0934 0.14 0.00 -0.03 0.25
H 0.0142 -5.2902 -5.5601 -0.02 0.13 0.04 0.26
H -0.1777 -4.1937 -4.1710 -0.08 -0.03 -0.12 0.22
C -4.9743 -3.3804 -0.1897 0.08 0.03 -0.09 -1.24
C -3.9375 -3.1784 0.8909 -0.08 -0.08 0.09 0.07
O -2.6350 -2.8848 0.3271 0.14 0.22 -0.18 -0.36
C -2.4575 -1.6146 -0.0058 -0.05 -0.29 0.15 0.16
O -3.2490 -0.7232 0.1079 -0.23 -0.43 0.07 -0.57
C -1.0198 -1.3733 -0.5254 0.16 -0.79 0.09 1.18
F -0.6496 -2.2969 -1.4020 0.00 -0.13 0.04 -0.23
F -0.1726 -1.4005 0.5143 0.00 0.06 -0.05 -0.32
F -0.9480 -0.1764 -1.0957 2.60 -5.30 -1.39 -0.37
H -4.6683 -4.1740 -0.8716 -0.02 -0.02 0.02 0.34
H -5.9238 -3.6603 0.2679 0.01 0.00 0.00 0.40
H -5.1237 -2.4668 -0.7636 -0.02 0.00 0.03 0.31
H -3.7908 -4.0842 1.4753 0.09 0.02 -0.03 0.40
H -4.1938 -2.3583 1.5526 -0.08 -0.05 0.00 0.10
C -2.9570 1.6630 5.4274 -0.02 -0.08 0.00 -0.83
C -4.4128 1.5151 5.7995 0.09 0.12 0.08 -0.40
O -5.0157 0.4274 5.0546 -0.13 -0.02 0.07 -0.31
C -4.7646 -0.7926 5.4865 0.03 -0.06 -0.11 0.26
O -4.1230 -1.1268 6.4375 -0.02 0.06 0.11 -0.53
C -5.4399 -1.8175 4.5453 0.06 0.26 0.15 0.99
F -5.2709 -1.4525 3.2714 -0.09 -0.11 -0.09 -0.27
F -6.7560 -1.8838 4.7874 -0.01 -0.03 0.01 -0.26
F -4.9166 -3.0242 4.7219 -0.03 -0.08 -0.07 -0.25
H -2.8403 1.7973 4.3523 -0.02 0.07 0.02 0.28
H -2.5346 2.5284 5.9371 -0.01 -0.01 -0.03 0.25
H -2.3977 0.7775 5.7277 0.03 0.04 0.03 0.34
H -5.0008 2.3871 5.5230 0.02 -0.04 -0.06 0.34
H -4.5402 1.3304 6.8658 -0.01 -0.09 -0.02 0.33
C 3.4219 1.1448 5.1067 -0.10 0.00 0.03 -1.11
C 3.4471 2.5219 4.4856 0.13 0.01 -0.09 -0.25
O 2.1102 3.0671 4.3707 -0.01 0.01 0.07 -0.20
C 1.6033 3.6118 5.4567 -0.09 0.03 -0.07 0.19
O 2.1084 3.7246 6.5358 0.08 -0.04 0.03 -0.54
C 0.1919 4.1663 5.1494 0.17 -0.01 -0.04 1.04
F -0.5419 3.2938 4.4601 -0.02 -0.01 -0.05 -0.20
F 0.2932 5.2930 4.4367 -0.04 0.02 0.02 -0.27
F -0.4480 4.4439 6.2862 -0.06 0.03 0.03 -0.28
H 2.7717 0.4826 4.5353 0.03 0.00 -0.02 0.30
H 4.4290 0.7275 5.1051 0.00 0.00 0.00 0.39
H 3.0662 1.1858 6.1356 0.03 0.01 0.00 0.32
H 3.8072 2.4923 3.4601 -0.04 0.00 0.00 0.33
H 4.0603 3.2178 5.0575 -0.05 -0.01 0.04 0.32
C -1.8179 1.6863 -0.5504 -1.29 1.73 0.30 -0.96
C -0.4069 1.9221 -1.0332 0.20 0.75 0.10 0.18
O -0.0309 3.3216 -0.8839 0.07 0.22 0.22 -0.39
C 0.3625 3.6908 0.3196 -0.07 0.01 -0.53 0.38
O 0.4627 3.0148 1.2991 0.03 -0.07 0.33 -0.52
C 0.7586 5.1881 0.2952 -0.02 -0.22 -0.11 0.83
F -0.1448 5.9258 -0.3582 -0.01 0.07 0.00 -0.27
F 1.9391 5.3271 -0.3250 0.01 0.07 0.02 -0.28
F 0.8759 5.6692 1.5284 0.02 0.03 0.09 -0.19
H -2.5136 2.3426 -1.0746 0.01 0.28 0.08 0.35
H -2.1011 0.6503 -0.7391 -1.60 3.07 0.60 0.34
H -1.9001 1.8725 0.5203 0.00 0.11 0.08 0.22
H -0.3050 1.7325 -2.0987 0.06 0.15 0.05 0.04
H 0.3163 1.3086 -0.4979 0.11 0.48 0.01 0.24
```
Forces are in eV/Å.

Properties
Total charge = -1
Highest occupied orbital energy = -1.337 eV
Electronic energy = -2922.86221 Eh
Gap between HOMO and LUMO = 0.1156 Ha